{
  "formula": "C21H21AsN2OPdS2",
  "method": "wB97M-V/def2-TZVPD",
  "symbols": ["Pd", "S", "C", "N", "C", "C", "C", "C", "C", "C", "S", "H", "H", "H", "H", "C", "C", "C", "C", "N", "C", "C", "C", "C", "C", "C", "C", "H", "H", "H", "H", "H", "H", "H", "H", "C", "As", "C", "C", "O", "H", "H", "H", "H", "H", "H", "H", "H", "H"],
  "xyz": [[0.13168, 1.16468, 0.71842], [1.88555, 2.33488, 2.06158], [2.71556, 0.97805, 1.47857], [2.16476, 0.11656, 0.65263], [3.02037, -0.90600, 0.29860], [2.73467, -1.97895, -0.54315], [3.72512, -2.90719, -0.81214], [4.99662, -2.79032, -0.25312], [5.29212, -1.73929, 0.59965], [4.30049, -0.81016, 0.87217], [4.38420, 0.60070, 1.89123], [1.74126, -2.08275, -0.95839], [3.50657, -3.74449, -1.46285], [5.75621, -3.52507, -0.48529], [6.27128, -1.63994, 1.05063], [-1.51978, -1.85804, -2.42008], [-2.54500, -2.44791, -1.69182], [-2.66258, -2.16163, -0.34632], [-1.76257, -1.28158, 0.26132], [-0.79939, -0.68712, -0.46623], [-0.68060, -0.98316, -1.75810], [-1.81524, -0.93005, 1.68896], [-2.50156, -1.72528, 2.61308], [-2.52363, -1.38221, 3.95145], [-1.86128, -0.24069, 4.38640], [-1.16665, 0.54928, 3.47851], [-1.14375, 0.21535, 2.13339], [-1.37232, -2.06882, -3.47032], [-3.24654, -3.11613, -2.17438], [-3.45773, -2.60621, 0.23475], [0.13788, -0.50694, -2.28793], [-2.99633, -2.63551, 2.29263], [-3.05000, -2.00827, 4.66074], [-1.87451, 0.02411, 5.43701], [-0.63756, 1.42975, 3.82196], [-2.57362, 1.84649, -1.58861], [-1.01264, 2.95042, -1.24446], [-1.35607, 4.59139, -2.23094], [0.65192, 2.31975, -2.05965], [-0.88661, 3.26192, 0.36295], [-2.55406, 1.37394, -2.56903], [-3.43053, 2.51449, -1.51153], [-2.63842, 1.09912, -0.80234], [-1.54530, 4.39381, -3.28532], [-0.49131, 5.24445, -2.12710], [-2.21906, 5.08276, -1.78531], [0.47339, 1.88713, -3.04285], [1.14055, 1.59163, -1.41271], [1.29448, 3.19303, -2.15665]],
  "s2": 2.008,
  "homo_ev": [-6.94, -7.33],
  "e_above_lowest_ev": 0.000,
  "lumo_energy_ev": [0.2, 0.0],
  "multiplicity": 3,
  "e_tot_ha": -4157.56625
}



{
  "formula": "C2HNO",
  "method": "wB97M-V/def2-TZVPD",
  "symbols": ["O", "C", "C", "N", "H"],
  "xyz": [[-1.23136, -0.35976, 0.05583], [-0.20274, 0.43996, 0.07989], [1.07726, -0.15207, -0.11970], [2.22894, -0.27419, -0.23574], [-1.87210, 0.34606, 0.21971]],
  "homo_ev": -9.87,
  "e_above_lowest_ev": 2.396,
  "lumo_energy_ev": -1.1,
  "e_tot_ha": -206.68493
}



{
  "formula": "C2H4N2S2",
  "method": "wB97M-V/def2-TZVPD",
  "symbols": ["N", "N", "C", "S", "C", "S", "H", "H", "H", "H"],
  "xyz": [[-0.01586, 1.42458, -0.15091], [-0.03477, 0.02918, -0.04671], [1.12809, -0.63623, -0.17160], [2.65689, -0.09265, -0.19624], [-1.16646, -0.69853, 0.02686], [-2.74520, -0.07677, -0.23314], [0.97746, 1.67491, 0.18768], [-0.81370, 1.82909, 0.32650], [0.91492, -1.70565, -0.00956], [-0.90138, -1.74794, 0.26710]],
  "smiles": "NN(C=S)C=S",
  "homo_ev": -9.00,
  "e_above_lowest_ev": 2.349,
  "lumo_energy_ev": -1.1,
  "e_tot_ha": -984.42857
}



{
  "formula": "C5H10O2",
  "method": "wB97M-V/def2-TZVPD",
  "symbols": ["C", "C", "O", "C", "C", "C", "O", "H", "H", "H", "H", "H", "H", "H", "H", "H", "H"],
  "xyz": [[0.83504, -0.55868, 2.25441], [-0.15361, 0.00866, 1.26168], [-0.92300, -1.05184, 0.61110], [-0.57991, -0.99002, -0.78583], [-0.48242, 0.50724, -0.82221], [0.13276, 1.18801, -2.09604], [0.46319, 0.71867, 0.22582], [1.52255, -1.23326, 1.74021], [1.41601, 0.22122, 2.76052], [0.27940, -1.11458, 3.01517], [-0.88361, 0.67324, 1.75858], [0.34000, -1.54394, -0.96594], [-1.39988, -1.35352, -1.42073], [-1.53568, 0.46688, -0.23671], [0.25776, 2.27311, -1.99921], [-0.44485, 0.99521, -3.00487], [1.15625, 0.79360, -2.29596]],
  "smiles": "C[C@@H]1OC[C@H](C)O1",
  "homo_ev": -9.70,
  "e_above_lowest_ev": 2.697,
  "lumo_energy_ev": 1.1,
  "e_tot_ha": -346.92633
}



{
  "formula": "C3H9KN2O5",
  "method": "wB97M-V/def2-TZVPD",
  "symbols": ["K", "C", "O", "H", "H", "H", "C", "N", "O", "O", "H", "H", "H", "C", "N", "O", "O", "H", "H", "H"],
  "xyz": [[1.84401, 1.08678, 0.47050], [0.81517, 2.33132, 3.72579], [1.32415, 2.95947, 2.60831], [-0.26127, 2.07898, 3.62177], [1.31557, 1.39556, 4.05071], [0.84058, 2.99987, 4.60986], [1.94197, -2.98691, -2.30846], [1.10944, -1.78250, -2.45638], [1.27183, -0.84919, -1.71527], [0.32042, -1.79161, -3.35081], [2.57765, -2.96066, -3.19621], [1.33814, -3.88623, -2.33043], [2.57564, -2.97271, -1.42931], [-2.71990, 0.41779, -0.87389], [-2.02141, 0.90806, 0.33737], [-0.93806, 0.41060, 0.60363], [-2.57308, 1.75707, 0.99533], [-2.91025, -0.64072, -0.70135], [-2.14884, 0.64268, -1.76487], [-3.70179, 0.88234, -0.89628]],
  "homo_ev": -5.47,
  "e_above_lowest_ev": 0.000,
  "lumo_energy_ev": -0.8,
  "e_tot_ha": -1205.09952
}



{
  "formula": "C9H8N2",
  "method": "wB97M-V/def2-TZVPD",
  "symbols": ["C", "C", "C", "C", "C", "C", "C", "C", "N", "N", "C", "H", "H", "H", "H", "H", "H", "H", "H"],
  "xyz": [[-1.89375, 0.61329, -2.50184], [-2.48278, 0.73294, -1.25052], [-1.61636, 0.48987, -0.12113], [-0.32654, -0.02552, -0.32160], [0.59841, -0.28618, 0.81474], [0.33061, -0.60970, 2.09152], [1.64082, -0.77267, 2.71744], [2.62941, -0.63403, 1.69401], [1.90765, -0.35034, 0.52146], [0.19121, -0.03241, -1.61443], [-0.54993, 0.28810, -2.61841], [-2.47314, 0.85183, -3.33233], [-3.58341, 1.29816, -1.11105], [-1.89334, 0.50823, 0.86059], [-0.55286, -0.62269, 2.65560], [1.97770, -1.06513, 3.51658], [3.52567, -0.61251, 1.70050], [2.54470, -0.09651, -0.17503], [0.02594, 0.32526, -3.52609]],
  "smiles": "c1ccc(-c2ccc[nH]2)nc1",
  "homo_ev": -7.97,
  "e_above_lowest_ev": 3.316,
  "lumo_energy_ev": 0.8,
  "e_tot_ha": -457.15682
}



Repeat the sixth record exactly.
{
  "formula": "C9H8N2",
  "method": "wB97M-V/def2-TZVPD",
  "symbols": ["C", "C", "C", "C", "C", "C", "C", "C", "N", "N", "C", "H", "H", "H", "H", "H", "H", "H", "H"],
  "xyz": [[-1.89375, 0.61329, -2.50184], [-2.48278, 0.73294, -1.25052], [-1.61636, 0.48987, -0.12113], [-0.32654, -0.02552, -0.32160], [0.59841, -0.28618, 0.81474], [0.33061, -0.60970, 2.09152], [1.64082, -0.77267, 2.71744], [2.62941, -0.63403, 1.69401], [1.90765, -0.35034, 0.52146], [0.19121, -0.03241, -1.61443], [-0.54993, 0.28810, -2.61841], [-2.47314, 0.85183, -3.33233], [-3.58341, 1.29816, -1.11105], [-1.89334, 0.50823, 0.86059], [-0.55286, -0.62269, 2.65560], [1.97770, -1.06513, 3.51658], [3.52567, -0.61251, 1.70050], [2.54470, -0.09651, -0.17503], [0.02594, 0.32526, -3.52609]],
  "smiles": "c1ccc(-c2ccc[nH]2)nc1",
  "homo_ev": -7.97,
  "e_above_lowest_ev": 3.316,
  "lumo_energy_ev": 0.8,
  "e_tot_ha": -457.15682
}